Record 1
18
Properties=species:S:1:pos:R:3 method="wB97M-V/def2-TZVPD" lumo_energy_ev=-3.87 max_force_ev_per_a=3.16 e_homo_ev=-14.209 relative_energy_kcal_mol=40.5 orbital_gap_ev=10.3413 mol_weight_da=120.13 charge=+1
O 0.15 2.41 1.39
O -1.86 0.57 -0.95
O -0.43 -2.06 -2.02
N 1.82 0.33 0.92
C -0.49 -0.36 0.68
C -1.79 -0.28 -0.09
C 0.56 0.50 0.06
C 0.20 2.02 0.26
H -0.68 -0.38 1.77
H 0.88 0.33 -0.96
H 2.11 -0.64 1.00
H 2.58 0.82 0.45
H -1.16 -2.48 -1.58
H -2.61 -0.94 0.21
H -0.03 2.62 -0.61
H -0.22 -1.43 0.57
H 1.63 0.80 1.81
H -0.65 -1.83 -2.90

---

Record 2
18
Properties=species:S:1:pos:R:3 method="wB97M-V/def2-TZVPD" lumo_energy_ev=-3.43 max_force_ev_per_a=0.77 e_homo_ev=-14.524 relative_energy_kcal_mol=18.8 orbital_gap_ev=11.0923 mol_weight_da=120.13 charge=+1
O -0.14 0.45 -2.13
O 1.77 -2.40 -1.06
O 0.40 0.14 2.83
N 0.07 -0.81 0.45
C -1.27 1.18 -0.17
C -1.02 1.13 -1.67
C 0.06 1.00 2.06
C -0.05 0.65 0.57
H -2.14 0.57 0.11
H -1.66 1.74 -2.32
H 2.70 -2.16 -1.08
H 1.79 -3.28 -1.48
H -0.77 -1.27 0.81
H -1.49 2.20 0.14
H 0.83 -1.17 1.02
H 0.85 1.07 0.11
H -0.16 2.04 2.35
H 0.24 -1.09 -0.53

---

Record 3
17
Properties=species:S:1:pos:R:3 method="wB97M-V/def2-TZVPD" lumo_energy_ev=0.74 max_force_ev_per_a=3.84 e_homo_ev=-7.692 relative_energy_kcal_mol=61.9 orbital_gap_ev=8.4289 mol_weight_da=119.10 charge=0
P 1.86 1.37 0.33
O -0.19 0.42 3.01
N 0.73 0.36 -0.46
C 0.02 -1.65 -1.47
C -1.42 -1.50 -1.67
C 0.98 -0.96 -0.89
C 0.94 2.60 0.76
H 0.07 1.26 3.49
H -0.12 2.71 0.65
H -0.58 -0.27 3.68
H -1.77 -0.54 -1.81
H -2.03 -2.14 -1.00
H -1.70 -2.00 -2.68
H 1.97 -1.40 -0.73
H -0.25 0.68 -0.47
H 0.36 -2.56 -1.82
H 1.14 3.62 1.09

---

Record 4
17
Properties=species:S:1:pos:R:3 method="wB97M-V/def2-TZVPD" lumo_energy_ev=0.94 max_force_ev_per_a=4.74 e_homo_ev=-9.165 relative_energy_kcal_mol=32.4 orbital_gap_ev=10.1017 mol_weight_da=119.10 charge=0
P -1.27 0.81 -0.67
O 0.24 0.45 0.06
N 2.10 1.18 -1.19
C -2.15 0.79 1.04
C 2.24 -0.45 0.64
C -1.58 -1.01 -1.25
C 1.49 0.58 -0.28
H 3.30 -0.67 0.29
H -3.23 1.10 1.07
H 1.73 -1.30 0.92
H -1.69 1.65 1.58
H -1.85 -0.12 1.64
H -1.45 -1.86 -0.51
H -2.50 -1.09 -1.71
H -0.84 -1.21 -2.10
H 2.33 0.12 1.64
H 3.13 1.04 -1.16

---

Record 5
17
Properties=species:S:1:pos:R:3 method="wB97M-V/def2-TZVPD" lumo_energy_ev=-0.56 max_force_ev_per_a=2.97 e_homo_ev=-3.378 relative_energy_kcal_mol=178.4 orbital_gap_ev=2.8185 mol_weight_da=120.20 charge=-1
S -4.25 -0.11 0.03
O 4.30 -0.11 -0.07
N -0.14 0.57 -0.08
C 1.20 0.10 -0.01
C -1.23 -0.37 0.16
C 1.71 -1.16 0.12
C 2.15 1.20 -0.25
H -0.22 1.58 0.15
H -2.23 0.02 -0.10
H 1.06 -2.02 0.34
H 1.86 1.99 -0.89
H 2.48 1.52 0.81
H 3.18 0.79 -0.50
H 5.24 -0.37 -0.06
H 2.73 -1.51 -0.13
H -1.33 -1.31 -0.37
H -1.36 -0.57 1.22

---

Record 6
16
Properties=species:S:1:pos:R:3 method="wB97M-V/def2-TZVPD" lumo_energy_ev="-0.10 / -0.13" max_force_ev_per_a=3.31 e_homo_ev="-8.448 / -8.400" relative_energy_kcal_mol=86.4 orbital_gap_ev="8.3442 / 8.2742" mol_weight_da=103.10 charge=0
P -3.08 0.62 -0.09
N -1.86 -0.16 -0.67
C 0.85 1.07 -0.71
C 1.15 -1.33 -0.09
C -0.42 0.09 1.11
C 0.92 0.07 0.46
H 0.66 2.00 -0.22
H 2.23 -1.53 -0.11
H -0.04 0.84 -1.28
H 1.77 0.27 1.21
H 0.92 -2.13 0.53
H -4.00 0.33 -1.12
H 1.68 1.15 -1.34
H 0.65 -1.52 -1.04
H -0.57 -0.78 1.68
H -0.87 0.98 1.68

---

Record 7
16
Properties=species:S:1:pos:R:3 method="wB97M-V/def2-TZVPD" lumo_energy_ev=-3.37 max_force_ev_per_a=3.78 e_homo_ev=-12.679 relative_energy_kcal_mol=52.5 orbital_gap_ev=9.3059 mol_weight_da=104.20 charge=+1
S 1.91 -0.76 -0.56
N -0.42 0.44 -1.45
C 0.56 0.31 -0.36
C 2.58 -0.67 1.12
C -1.22 -0.34 -0.47
C -2.29 0.36 0.29
H 3.39 -1.40 1.16
H -0.17 -0.04 -2.32
H 1.80 -0.93 1.82
H -0.76 1.38 -1.65
H 2.98 0.32 1.30
H -2.56 -0.22 1.17
H -3.18 0.47 -0.33
H 0.61 1.14 0.33
H -1.25 -1.40 -0.66
H -1.97 1.35 0.61

---

Record 8
16
Properties=species:S:1:pos:R:3 method="wB97M-V/def2-TZVPD" lumo_energy_ev=-3.66 max_force_ev_per_a=5.99 e_homo_ev=-13.433 relative_energy_kcal_mol=28.0 orbital_gap_ev=9.7686 smiles=C[C@]1([NH3+])CCS1 mol_weight_da=104.20 charge=+1
S 1.63 0.86 0.13
N -0.69 0.70 -1.24
C -0.14 0.35 0.12
C 1.77 -0.94 -0.18
C -0.99 0.91 1.18
C 0.28 -1.18 0.24
H -1.08 1.94 0.96
H -1.97 0.39 1.19
H -0.22 0.27 -2.02
H -0.22 -1.88 -0.47
H 1.95 -1.05 -1.16
H -0.48 0.60 2.07
H 2.46 -1.29 0.57
H -0.85 1.62 -1.39
H -1.60 0.19 -1.27
H 0.13 -1.51 1.29